Below is a 4-piece molecular cluster, C19H43BrO3P overall at a distorted geometry, with properties calculated with wB97M-V/def2-TZVPD.

Each line ends with the Löwdin charge.
Positions of all 67 atoms, in Å:
O  1.35811  -1.19042  1.53813  -0.155
C  0.49659  -1.49972  0.63860  -0.774
O  0.94180  -1.98690  -0.58005  -0.232
P  -1.35166  -1.31650  1.08691  0.574
O  -2.08759  -2.71465  0.36274  -0.432
Br  -2.32343  0.44798  0.05153  0.190
H  -2.21200  -3.36202  1.09208  0.022
C  -8.59073  -2.90825  0.94786  -0.120
C  -7.85201  -2.18424  2.06523  -0.277
C  -6.42496  -1.78373  1.68794  -0.224
C  -5.48060  -2.94477  1.36621  -0.223
C  -5.31602  -3.98202  2.47834  -0.272
C  -4.70795  -3.40890  3.75182  -0.111
H  -8.10689  -3.85299  0.68915  0.065
H  -9.61470  -3.13552  1.25751  0.065
H  -8.64058  -2.28823  0.04815  0.074
H  -7.84968  -2.80598  2.96632  0.096
H  -8.41054  -1.27728  2.32029  0.101
H  -6.00180  -1.18576  2.50212  0.103
H  -6.46118  -1.11835  0.81681  0.112
H  -4.49658  -2.53059  1.11950  0.084
H  -5.82566  -3.45449  0.46015  0.105
H  -4.66347  -4.78183  2.11129  0.102
H  -6.27723  -4.45250  2.70937  0.094
H  -3.72675  -2.96944  3.55193  0.069
H  -4.57816  -4.19933  4.49619  0.067
H  -5.34651  -2.64059  4.19430  0.065
C  4.33786  5.11294  1.03004  -0.120
C  2.85397  5.18487  1.36314  -0.277
C  2.46884  4.36303  2.59370  -0.236
C  2.70855  2.85507  2.47672  -0.223
C  1.99969  2.16839  1.30802  -0.271
C  0.48466  2.24860  1.38204  -0.134
H  4.64706  4.09544  0.78025  0.066
H  4.56253  5.74743  0.16808  0.065
H  4.94370  5.46123  1.87195  0.071
H  2.26752  4.87057  0.49436  0.100
H  2.58978  6.23179  1.54881  0.099
H  1.41339  4.54693  2.82193  0.098
H  3.03098  4.73542  3.45992  0.103
H  2.38950  2.38109  3.41239  0.111
H  3.78416  2.66245  2.39603  0.099
H  2.28763  1.11233  1.30092  0.091
H  2.33823  2.58655  0.35451  0.087
H  0.11582  1.79691  2.30719  0.078
H  0.04065  1.70803  0.53985  -0.007
H  0.12907  3.28217  1.33603  0.064
C  4.54562  -1.01214  -6.21097  -0.121
C  4.64274  0.27604  -5.40523  -0.279
C  5.34744  0.09744  -4.06010  -0.238
C  4.65716  -0.85469  -3.07891  -0.227
C  3.21411  -0.49374  -2.72105  -0.263
C  3.08014  0.84378  -2.01828  -0.113
H  3.94959  -1.76784  -5.69442  0.067
H  4.06925  -0.81873  -7.17624  0.064
H  5.53938  -1.42777  -6.40283  0.070
H  3.64196  0.69417  -5.26022  0.099
H  5.20048  1.01287  -5.99375  0.099
H  5.46358  1.08087  -3.59180  0.097
H  6.36618  -0.27045  -4.23881  0.103
H  5.25161  -0.89213  -2.15839  0.109
H  4.67298  -1.87163  -3.48620  0.099
H  2.81687  -1.27070  -2.05977  0.090
H  2.58503  -0.50157  -3.61701  0.102
H  3.66761  0.85529  -1.09617  0.074
H  2.03455  1.02320  -1.75564  0.072
H  3.41036  1.67353  -2.65052  0.061

2S+1: 1
Lowest unoccupied orbital energy, eV: 2.72
Kohn-Sham gap, hartree: 0.2705
Total charge: -1

Below is C33H22Cl2N6O5Ti as an isolated structure at a distorted geometry, with properties calculated with wB97M-V/def2-TZVPD.

Each line ends with the Löwdin charge.
Positions of all 69 atoms, in Å:
Ti  0.21022  -0.04103  -0.17365  1.012
Cl  6.75899  -1.57582  -0.72191  0.602
C  5.27112  -0.93205  -0.09506  -0.700
C  4.24560  -0.63144  -0.97674  -0.042
C  3.02001  -0.17729  -0.49436  -0.213
N  1.90858  0.01901  -1.25916  0.010
C  1.97589  0.35583  -2.56704  -0.443
O  2.96610  0.79068  -3.18154  0.017
C  0.69755  0.09897  -3.23976  -0.157
C  0.55297  0.32912  -4.61251  -0.014
C  -0.58679  -0.07629  -5.25861  -0.076
C  -1.58338  -0.70821  -4.49012  -0.056
C  -1.37967  -0.87148  -3.13509  -0.104
N  -0.28192  -0.49145  -2.49246  0.109
C  2.84217  0.02326  0.90520  -0.204
C  3.90140  -0.25859  1.76889  -0.036
C  5.09720  -0.74892  1.26605  -0.698
Cl  6.37634  -1.15100  2.36956  0.605
N  1.58740  0.41238  1.28479  0.021
C  1.38853  1.04008  2.46847  -0.440
O  2.25424  1.59976  3.16511  0.011
C  -0.00464  0.94341  2.92488  -0.156
C  -0.36514  1.44657  4.18324  -0.018
C  -1.60417  1.16977  4.70425  -0.083
C  -2.47145  0.37844  3.93045  -0.061
C  -2.05313  -0.04010  2.68198  -0.111
N  -0.86465  0.22122  2.15831  0.130
H  4.37849  -0.76646  -2.03778  0.104
H  1.37136  0.80877  -5.12864  0.109
H  -0.72698  0.07734  -6.32060  0.092
H  -2.49355  -1.06589  -4.94535  0.091
H  -2.14080  -1.35954  -2.53368  0.108
H  3.78445  -0.11513  2.83173  0.103
H  0.37592  2.02460  4.71617  0.106
H  -1.91024  1.53575  5.67728  0.092
H  -3.44618  0.09088  4.29464  0.090
H  -2.71621  -0.63893  2.06791  0.096
C  1.99083  -3.77631  -0.36373  -0.087
O  1.04267  -4.55837  0.32605  -0.097
C  -0.27158  -4.12183  0.36092  -0.216
C  -1.19625  -5.13973  0.57494  -0.083
C  -2.55660  -4.86796  0.61413  -0.158
C  -3.00076  -3.58366  0.40809  -0.104
C  -2.09842  -2.52567  0.18776  -0.188
C  -2.57954  -1.22067  -0.08819  -0.219
N  -1.80554  -0.17237  -0.28874  -0.214
N  -2.39371  0.98182  -0.63923  0.096
C  -1.48300  1.91643  -0.88191  -0.471
O  -0.22318  1.68215  -0.64711  -0.152
C  -1.92224  3.14900  -1.51045  -0.151
C  -3.27240  3.53991  -1.48742  -0.055
C  -3.68469  4.68231  -2.13641  -0.131
C  -2.77579  5.45570  -2.85179  -0.148
C  -1.43931  5.07151  -2.89606  -0.124
C  -1.01187  3.94511  -2.22726  -0.039
C  -0.68316  -2.78080  0.21920  -0.246
O  0.16711  -1.78908  0.11073  -0.181
H  2.87002  -4.41485  -0.46883  0.085
H  2.26188  -2.86916  0.18480  0.079
H  1.63488  -3.48476  -1.35869  0.100
H  -0.82393  -6.14676  0.68997  0.087
H  -3.26397  -5.66819  0.78912  0.077
H  -4.06273  -3.36674  0.41184  0.088
H  -3.66293  -1.08341  -0.16535  0.106
H  -3.96754  2.92286  -0.93854  0.095
H  -4.72513  4.98573  -2.08450  0.085
H  -3.10971  6.34775  -3.36723  0.074
H  -0.73503  5.66984  -3.46233  0.087
H  0.02485  3.63935  -2.25917  0.108

2S+1: 1
Lowest unoccupied orbital energy (alpha / beta), eV: 4.33 / 4.33
Energy relative to the best compared isomer or geometry (same formula, charge and spin), kJ/mol: 135.1
Kohn-Sham gap (alpha / beta), hartree: 0.1239 / 0.1238
Total charge: -2

Below is C7H16O3 as an isolated structure at a distorted geometry, with properties calculated with wB97M-V/def2-TZVPD.

Each line ends with the Löwdin charge.
Positions of all 26 atoms, in Å:
C  1.33410  0.52030  1.57276  -0.400
C  -1.16759  0.99926  1.88427  -0.009
C  -0.12429  0.07198  1.31219  -0.380
O  1.62315  1.65735  0.80024  0.007
O  2.24266  -0.50663  1.30893  0.019
O  -0.33544  -1.16083  1.30759  0.006
H  1.73139  -1.31788  1.15564  0.088
H  2.54898  1.88778  0.94124  0.110
H  1.41386  0.78206  2.64366  0.164
H  -1.19075  0.86333  2.96633  0.100
H  -0.91310  2.03948  1.67502  0.090
H  -2.15200  0.75333  1.49308  0.090
C  -0.47279  0.70187  -1.08816  -0.178
C  0.77951  -0.62158  -1.66086  -0.132
C  -1.85677  0.14270  -1.35835  -0.138
C  0.41963  -1.97815  -1.24664  -0.155
H  -0.46758  1.49174  -0.34693  0.057
H  -0.12239  1.31991  -1.91345  0.081
H  1.72279  -0.24751  -1.27616  0.075
H  0.66136  -0.43552  -2.72341  0.083
H  -1.92093  -0.28407  -2.36030  0.073
H  1.29041  -2.61522  -1.08788  0.078
H  -2.10277  -0.65976  -0.66211  0.066
H  -2.61879  0.91999  -1.27844  0.071
H  0.00383  -1.87630  -0.17879  0.060
H  -0.32649  -2.44764  -1.87949  0.074

2S+1: 1
Lowest unoccupied orbital energy, eV: 0.42
Energy relative to the best compared isomer or geometry (same formula, charge and spin), kJ/mol: 302.0
Kohn-Sham gap, hartree: 0.3624
Total charge: 0